# 1
{
  "formula": "C12H22CeI2N2O4S2Sm",
  "method": "ωB97M-V with the def2-TZVPD basis set",
  "species": ["I", "I", "Sm", "Ce", "S", "S", "C", "C", "C", "C", "C", "C", "C", "C", "C", "C", "C", "O", "O", "O", "H", "H", "H", "H", "H", "H", "H", "H", "H", "H", "H", "H", "H", "H", "H", "H", "H", "H", "N", "C", "N", "O", "H", "H", "H", "H"],
  "coordinates": [[-0.74219, -4.07526, -0.44950], [-0.74196, -3.33205, -3.18193], [-0.04818, 0.53068, -2.24874], [-0.17440, -0.01250, 0.82619], [1.43450, -1.24876, -0.99240], [-2.00749, -0.75003, -0.93405], [1.91614, 0.28844, 1.96945], [3.22048, -0.66586, -0.99177], [-3.44545, 0.40868, -0.66252], [3.62725, -1.01487, -2.41679], [3.53468, 0.76899, -0.60585], [3.65822, -1.69826, 0.04690], [-4.07106, 0.22665, -2.04292], [-3.23466, 1.86307, -0.26678], [-4.07154, -0.45541, 0.43049], [1.65942, 1.80349, -3.34415], [-1.40139, 2.30015, -3.19248], [2.53469, 0.33354, 2.97337], [2.51351, 2.30720, -3.96397], [-2.11630, 3.05626, -3.72860], [3.22335, -0.29611, -3.14969], [3.26359, -2.02160, -2.67896], [4.72436, -0.98987, -2.43635], [3.15362, 1.50257, -1.33516], [4.63890, 0.80900, -0.59964], [3.16758, 1.02642, 0.40332], [3.25662, -1.45180, 1.04144], [4.74749, -1.67595, 0.05268], [3.28934, -2.69375, -0.24887], [-5.09246, 0.59252, -1.94705], [-4.06135, -0.84101, -2.31793], [-3.52628, 0.79280, -2.81449], [-4.26369, 2.24870, -0.15017], [-2.71849, 2.45688, -1.03898], [-2.70725, 1.97985, 0.69997], [-5.08957, -0.09372, 0.55090], [-3.51583, -0.37409, 1.38029], [-4.06089, -1.51367, 0.12124], [0.39608, -1.10209, 4.85040], [-0.11332, -0.02707, 4.22918], [-0.30455, 1.14145, 4.86858], [-0.43587, -0.10734, 2.98755], [0.36697, -1.17968, 5.88594], [0.59170, -1.92862, 4.25406], [-0.61149, 1.92525, 4.26520], [-0.36280, 1.18677, 5.90263]],
  "forces_ev_per_angstrom": [[-0.028, 0.230, -1.411], [0.067, -0.195, 1.350], [-0.879, -4.394, -0.950], [-2.697, -0.807, 1.736], [-1.279, 1.603, 0.054], [2.045, 0.780, -0.903], [5.983, 0.549, 7.681], [-0.761, -0.778, 0.090], [0.549, -1.097, -0.180], [0.525, -0.199, 0.201], [0.022, -0.353, 0.017], [0.916, 0.115, -0.337], [-0.678, 0.115, 0.411], [0.034, -0.428, 0.005], [-0.808, 0.381, -0.096], [6.846, 4.477, -4.970], [-5.530, 6.246, -4.221], [-3.305, -0.191, -5.946], [-4.857, -2.784, 3.467], [4.136, -4.272, 3.031], [0.268, -0.206, 0.194], [0.389, 0.355, -0.021], [-0.165, -0.047, -0.425], [0.261, -0.123, 0.246], [-0.394, 0.411, 0.074], [0.413, 0.060, -0.534], [0.368, -0.191, -0.291], [0.145, -0.315, 0.396], [0.468, 0.265, 0.254], [-0.220, 0.010, -0.522], [-0.341, 0.529, -0.018], [-0.313, -0.111, 0.199], [0.533, 0.301, 0.093], [-0.291, -0.086, 0.233], [-0.292, 0.029, -0.180], [-0.276, -0.261, 0.447], [-0.295, 0.078, -0.207], [-0.382, 0.438, 0.245], [-0.510, 0.125, -0.478], [-0.100, -0.039, 2.647], [-0.260, -0.542, -0.678], [0.445, 0.114, -0.971], [0.397, -0.073, -1.103], [-0.431, 0.691, 1.164], [0.027, -0.700, 1.245], [0.252, 0.290, -1.038]],
  "s2": 12.073,
  "homo_lumo_gap_ev": [4.91, 5.16],
  "multiplicity": 7,
  "total_charge": 4,
  "homo_ev": [-19.98, -19.98]
}

# 2
{
  "formula": "C9H7NO",
  "method": "ωB97M-V with the def2-TZVPD basis set",
  "species": ["O", "C", "N", "C", "C", "C", "C", "C", "C", "C", "C", "H", "H", "H", "H", "H", "H", "H"],
  "coordinates": [[-1.84156, 0.96179, 1.66605], [-1.21802, 0.17313, 0.95502], [-1.61047, -1.13327, 1.05924], [-0.68527, -2.30807, 0.78361], [0.30440, -2.03564, -0.07750], [0.52354, -0.68020, -0.53373], [1.58495, -0.36355, -1.55566], [1.88178, 1.11149, -1.66580], [1.17495, 2.12175, -1.01526], [0.19687, 1.80663, -0.03741], [-0.08577, 0.48512, 0.05163], [-2.62983, -1.55735, 1.40460], [-0.96072, -3.23661, 1.21125], [1.25190, -2.78549, -0.25353], [2.18204, -1.14818, -1.95017], [2.88132, 1.47973, -2.06157], [1.44148, 3.11806, -1.28679], [-0.22497, 2.50442, 0.76374]],
  "forces_ev_per_angstrom": [[0.560, 0.557, -1.072], [-1.575, 0.201, 2.293], [-1.164, -6.480, 0.176], [-1.542, 3.990, -1.145], [2.662, -1.827, 0.301], [2.925, 2.652, -3.166], [-2.280, 3.883, 3.700], [1.019, -2.839, -0.065], [-0.649, -0.913, 0.788], [1.435, 1.693, -0.749], [-1.587, -3.320, 1.347], [3.718, 2.669, -0.840], [-0.121, -0.576, 0.391], [-2.870, 1.722, 0.275], [0.499, -0.270, -0.475], [-1.572, -0.876, -0.347], [0.245, 0.653, 0.356], [0.298, -0.920, -1.771]],
  "homo_lumo_gap_ev": 8.69,
  "relative_energy_kcal_mol": 51.1,
  "smiles": "O=c1[nH]ccc2ccccc12",
  "homo_ev": -8.43
}

# 3
{
  "formula": "C5H11NO",
  "method": "ωB97M-V with the def2-TZVPD basis set",
  "species": ["C", "N", "C", "C", "C", "C", "O", "H", "H", "H", "H", "H", "H", "H", "H", "H", "H", "H"],
  "coordinates": [[1.41183, 1.37598, 0.78138], [1.48308, 0.37197, -0.30991], [0.26308, 0.41139, -1.13975], [-1.15376, 0.29441, -0.54699], [-1.22274, -0.80455, 0.55621], [-0.54186, -2.05681, 0.10179], [0.40971, -2.63677, 0.55664], [2.09624, 1.16119, 1.60329], [0.43666, 1.45291, 1.25879], [1.61196, 2.39768, 0.43941], [1.51591, -0.49191, 0.22245], [0.33449, 1.43265, -1.54888], [0.43883, -0.22426, -2.01144], [-1.91375, 0.03421, -1.27723], [-1.39809, 1.24056, -0.07031], [-0.71026, -0.41455, 1.43343], [-2.21193, -1.15305, 0.87393], [-0.84938, -2.39107, -0.92281]],
  "forces_ev_per_angstrom": [[-0.062, 0.513, -0.177], [-0.903, 0.092, 1.663], [0.810, 1.338, -0.988], [0.166, -1.194, 1.178], [0.612, -0.021, 0.576], [0.770, -0.116, -1.855], [-0.184, 0.224, 0.864], [0.253, -0.185, -0.338], [-0.382, -0.183, 0.057], [0.220, -0.224, -0.266], [0.140, -0.401, -0.494], [-0.294, -0.241, -0.241], [-0.217, -0.300, 0.261], [0.157, 0.368, -0.493], [-0.331, 0.008, -0.086], [0.001, -0.242, 0.270], [-0.235, 0.582, -0.251], [-0.521, -0.018, 0.318]],
  "homo_lumo_gap_ev": 10.17,
  "relative_energy_kcal_mol": 42.7,
  "smiles": "CNCCCC=O",
  "homo_ev": -9.24
}

# 4
{
  "formula": "CH4N2O2",
  "method": "ωB97M-V with the def2-TZVPD basis set",
  "species": ["O", "N", "C", "N", "O", "H", "H", "H", "H"],
  "coordinates": [[1.98253, -0.89822, 0.63127], [0.96914, 0.05456, 0.47595], [0.05520, -0.35522, -0.33385], [-1.25134, -0.00518, -0.58948], [-1.60696, 1.29202, -0.05001], [1.83404, -1.38605, -0.19837], [0.20094, -1.39058, -0.88524], [-1.31854, 0.28216, -1.58486], [-2.07678, 1.12971, 0.81620]],
  "forces_ev_per_angstrom": [[-0.326, 0.394, -1.132], [-2.216, 0.115, -0.221], [2.184, -2.795, 0.130], [-0.756, 2.836, -0.682], [-0.459, -0.439, 1.532], [0.940, -0.735, 0.440], [-0.038, 1.723, 0.817], [-0.104, -1.028, 0.496], [0.774, -0.073, -1.380]],
  "homo_lumo_gap_ev": 10.15,
  "relative_energy_kcal_mol": 93.3,
  "smiles": "O/N=C/NO",
  "homo_ev": -9.47
}

# 5
{
  "formula": "C3H8NO2",
  "method": "ωB97M-V with the def2-TZVPD basis set",
  "species": ["N", "C", "O", "O", "H", "H", "C", "C", "H", "H", "H", "H", "H", "H"],
  "coordinates": [[3.19964, 0.31553, -0.47690], [1.80247, -0.03929, -0.35098], [1.49285, -0.65250, 0.69186], [1.08338, 0.25789, -1.33246], [3.76524, -0.37209, 0.00250], [3.42183, 0.34334, -1.46284], [-1.84859, -0.36092, 1.03378], [-1.91260, 0.37750, -0.30998], [-1.50101, -1.38213, 0.89517], [-2.78634, -0.36142, 1.60402], [-1.07868, 0.12171, 1.63204], [-2.57162, -0.04902, -1.06767], [-2.19354, 1.42639, -0.15255], [-0.87305, 0.37503, -0.70600]],
  "forces_ev_per_angstrom": [[0.022, 0.021, -0.137], [-0.028, -0.688, -0.146], [-0.036, 0.220, 0.155], [0.132, 0.286, 0.002], [-0.011, 0.078, 0.058], [0.107, 0.087, 0.024], [-0.130, 0.181, -0.238], [0.869, 0.221, 0.230], [-0.065, -0.111, 0.002], [0.008, -0.032, -0.145], [0.024, -0.029, 0.134], [-0.144, -0.162, 0.159], [-0.097, -0.101, -0.074], [-0.653, 0.030, -0.024]],
  "homo_lumo_gap_ev": 8.46,
  "relative_energy_kcal_mol": 0.0,
  "total_charge": -1,
  "homo_ev": -4.07
}

# 6
{
  "formula": "C7H21O4P2S",
  "method": "ωB97M-V with the def2-TZVPD basis set",
  "species": ["O", "C", "C", "C", "C", "P", "P", "O", "O", "S", "H", "H", "H", "H", "H", "H", "H", "H", "H", "H", "H", "H", "H", "C", "C", "C", "O", "H", "H", "H", "H", "H", "H", "H", "H"],
  "coordinates": [[2.88601, -1.00241, -0.15930], [3.30450, -0.53978, -1.44065], [4.15499, 0.70314, -1.25243], [3.45286, 2.04478, -0.97529], [2.09503, 2.25304, -1.66640], [0.75079, 1.55237, -0.68874], [-0.98873, 1.05726, -1.96297], [-0.73142, -0.41175, -2.53092], [-2.14321, 0.79217, -0.92341], [-1.13278, 2.47099, -3.21343], [2.30699, -1.77277, -0.26749], [2.43292, -0.37354, -2.09310], [3.91383, -1.29751, -1.93468], [4.78614, 0.49039, -0.38912], [4.83221, 0.80172, -2.09884], [3.35365, 2.21254, 0.09872], [4.09962, 2.84604, -1.32760], [2.03963, 1.82075, -2.66645], [1.84987, 3.30880, -1.77899], [1.21113, 0.41753, -0.00458], [0.34154, 2.45573, 0.29289], [-0.06744, -0.43153, -3.24131], [-2.40207, -0.14715, -0.87178], [-2.55623, -1.07660, 3.48683], [-3.24942, -1.29645, 2.15332], [-4.58751, -1.99473, 2.31954], [-2.40309, -2.03324, 1.25725], [-2.35968, -2.03593, 3.97243], [-1.60006, -0.57056, 3.34827], [-3.17234, -0.47693, 4.15652], [-3.40214, -0.33265, 1.66068], [-4.44487, -2.97874, 2.77378], [-5.07096, -2.13915, 1.35362], [-5.25533, -1.41830, 2.95942], [-2.24444, -2.89755, 1.65422]],
  "forces_ev_per_angstrom": [[-0.521, 0.003, -0.030], [0.134, -0.110, -0.013], [-0.024, -0.044, 0.282], [0.000, 0.065, -0.145], [0.033, 0.036, 0.099], [-0.068, -0.419, 0.005], [-0.474, 0.412, -0.700], [0.562, 0.047, 0.317], [0.191, -0.347, -0.112], [0.078, -0.047, 0.252], [0.341, 0.111, 0.052], [0.026, 0.092, -0.020], [-0.003, -0.082, -0.005], [0.161, -0.022, -0.060], [-0.131, 0.049, -0.171], [-0.070, -0.052, 0.038], [0.075, 0.028, 0.027], [0.058, -0.028, -0.009], [0.011, 0.054, -0.007], [0.086, 0.037, 0.097], [-0.057, 0.048, -0.010], [-0.381, -0.060, -0.030], [-0.048, 0.064, 0.276], [0.110, 0.011, -0.066], [-0.093, -0.066, 0.163], [0.006, -0.035, -0.116], [0.058, 0.223, -0.114], [-0.044, 0.002, 0.025], [-0.008, 0.014, 0.000], [-0.014, -0.010, 0.002], [0.011, 0.002, -0.013], [-0.006, 0.019, 0.047], [-0.004, 0.016, 0.001], [0.009, 0.000, 0.015], [-0.004, -0.010, -0.078]],
  "homo_lumo_gap_ev": 9.79,
  "total_charge": 1,
  "homo_ev": -12.99
}